No. 1
The following is a quantum chemistry calculation of the molecule C4H6NP, from the OMol25 dataset.

Geometry as XYZ:
```
12
Properties=species:S:1:pos:R:3:nbo_charge:R:1
C -0.4486 0.9734 -0.0141 -0.446
C 0.2819 1.4828 -1.1904 0.148
C -0.3339 -0.2390 0.4582 0.078
C -0.7935 -1.2250 1.4977 -0.709
N 1.0453 0.7830 -1.8797 -0.715
P 1.2756 -0.8520 -1.7949 0.603
H -1.1113 1.8104 0.2140 0.217
H 0.0999 2.5372 -1.2701 0.177
H 0.1128 -1.8877 1.9224 0.236
H -1.4408 -2.0004 1.1978 0.240
H -1.3543 -0.6866 2.3812 0.221
H 2.6668 -0.6962 -1.5222 -0.050
```

Output
Kohn-Sham gap (alpha / beta)   7.67 / 7.33 eV
E_HOMO (alpha / beta)   -8.03 / -7.64 eV

=====

No. 2
The following is a quantum chemistry calculation of a structure of composition C39H40AgAsCl2N5O7S2, from the OMol25 dataset.

Geometry as XYZ:
```
97
Properties=species:S:1:pos:R:3:mulliken_charge:R:1
Ag -0.9100 0.2283 0.9241 1.667
O -3.9566 -6.2358 1.0474 -0.510
C -4.5777 -5.1433 1.7112 -0.659
C -3.9118 -3.8540 1.3179 0.458
C -4.5403 -2.6405 1.5594 -0.848
C -3.9142 -1.4707 1.1715 -0.806
N -2.7072 -1.4286 0.6083 -0.282
C -2.0966 -2.5944 0.3957 0.208
C -2.6685 -3.8260 0.7102 -0.406
C -0.7334 -2.5634 -0.2091 0.977
C -0.5211 -3.1346 -1.4485 -0.036
C 0.7345 -3.0395 -2.0308 0.094
C 0.9118 -3.4365 -3.4698 -0.986
O -0.0201 -2.7410 -4.2782 -0.652
C 1.7555 -2.4824 -1.2820 -0.575
C 1.4578 -1.9703 -0.0351 -0.811
N 0.2352 -1.9597 0.4883 -0.291
H -4.5008 -7.0174 1.1658 0.296
H -4.4996 -5.2671 2.7977 0.250
H -5.6403 -5.0823 1.4606 0.376
H -5.5187 -2.6058 2.0269 0.431
H -4.4010 -0.5147 1.3066 0.527
H -2.1419 -4.7432 0.4850 0.506
H -1.3478 -3.5562 -2.0077 0.493
H 0.7247 -4.5058 -3.5946 0.435
H 1.9439 -3.2344 -3.7782 0.172
H -0.0137 -1.8008 -3.9740 0.659
H 2.7556 -2.3840 -1.6867 0.350
H 2.2304 -1.5088 0.5685 0.388
O 2.8293 3.3405 0.2620 -0.040
C 2.5942 4.1945 1.2857 0.639
C 3.4382 5.2776 1.5239 -0.889
C 3.1672 6.1712 2.5462 -0.424
C 2.0480 5.9782 3.3432 -0.955
C 1.2147 4.8958 3.0979 -0.260
C 1.4641 3.9846 2.0734 0.255
C 0.4837 2.8478 1.8356 0.595
O 0.9014 1.6684 1.6191 -0.726
N -0.7481 3.2743 2.0062 -0.521
N -1.8042 2.4143 1.7404 -0.563
C -2.5878 2.3324 2.7359 0.462
S -4.2606 1.8210 2.6632 -0.220
C -4.2281 1.2525 4.3805 -0.139
C -3.6081 2.3798 5.1911 -0.748
S -2.1000 2.9545 4.3405 -0.101
H 3.6360 3.5911 -0.2000 0.199
H 4.2987 5.4254 0.8772 0.351
H 3.8285 7.0133 2.7129 0.366
H 1.8226 6.6710 4.1449 0.379
H 0.3311 4.7393 3.7022 0.361
H -3.6128 0.3530 4.4081 -0.176
H -5.2523 1.0395 4.6899 0.529
H -3.3258 2.0456 6.1912 0.365
H -4.3002 3.2173 5.2756 0.357
C 0.0441 -2.9879 3.6731 -0.771
As -0.6411 -1.2985 4.2885 0.630
C -1.4022 -1.7526 6.0147 -1.299
C 0.8205 -0.0977 4.6212 -0.849
O -1.7867 -0.5960 3.3469 -0.489
H 0.7839 -3.3747 4.3741 0.475
H 0.4777 -2.8461 2.6866 -0.132
H -0.7983 -3.6735 3.5946 0.324
H -0.7380 -2.4016 6.5862 0.423
H -2.3441 -2.2625 5.8235 0.378
H -1.5932 -0.8388 6.5752 0.314
H 1.5901 -0.5578 5.2414 0.492
H 0.4068 0.7834 5.1074 0.305
H 1.2267 0.2021 3.6524 0.023
Cl 2.9738 -1.1504 -5.9278 -0.216
C 1.6375 -0.1579 -6.4242 1.050
C 0.7211 -0.7214 -7.2905 -0.616
C -0.3197 0.0314 -7.8077 -0.481
C -0.4219 1.3663 -7.4625 -0.710
C 0.4920 1.9110 -6.5819 0.845
Cl 0.3128 3.6007 -6.1635 -0.280
C 1.5389 1.1762 -5.9989 -0.847
N 2.4329 1.8154 -5.1589 -0.177
C 3.0861 1.2735 -3.9924 -0.312
C 4.4625 1.0744 -4.0672 -0.338
C 5.1791 0.6589 -2.9588 -0.669
C 4.5098 0.4767 -1.7519 -1.597
C 3.1511 0.7213 -1.6730 0.207
C 2.4052 1.1162 -2.7857 0.327
C 0.9446 1.4222 -2.6018 -0.212
C 0.0535 0.1509 -2.5699 -0.057
O 0.1305 -0.5895 -3.5848 -0.596
O -0.7137 -0.0052 -1.5877 -0.834
H 0.8215 -1.7675 -7.5452 0.357
H -1.0425 -0.4206 -8.4745 0.351
H -1.2094 1.9898 -7.8627 0.400
H 2.1817 2.7794 -5.0119 0.395
H 4.9545 1.2359 -5.0181 0.460
H 6.2504 0.5093 -3.0261 0.394
H 5.0588 0.1828 -0.8634 0.501
H 2.6376 0.6670 -0.7228 0.988
H 0.5773 2.0498 -3.4164 0.284
H 0.7903 1.9358 -1.6532 0.036
```

Output
Kohn-Sham gap   6.71 eV
E_HOMO   -4.77 eV
Total charge   -1

=====

No. 3
The following is a quantum chemistry calculation of a structure of composition C33H15AsF10N7O7W, from the OMol25 dataset.

Geometry as XYZ:
```
74
Properties=species:S:1:pos:R:3:mulliken_charge:R:1
W 1.1365 -0.1888 -0.6309 2.802
O 5.4130 -1.4898 0.6126 -0.469
C 4.1976 -1.2241 0.1993 0.069
O 3.2650 -0.8986 0.8841 -0.224
C 4.0058 -1.4082 -1.2755 0.649
C 5.0280 -1.7802 -2.1308 -0.716
C 4.7369 -2.0400 -3.4578 -0.915
C 3.4124 -1.9993 -3.8589 -0.867
C 2.4539 -1.6203 -2.9452 1.154
N 2.7416 -1.2595 -1.6863 -0.205
C 1.0033 -1.5416 -3.1751 0.456
O 0.3805 -1.8889 -4.2405 -0.360
O 0.3259 -1.1161 -2.2347 -0.966
H 5.4843 -1.3818 1.5758 0.414
H 6.0350 -1.8706 -1.7450 0.614
H 5.5225 -2.2934 -4.1572 0.494
H 3.1370 -2.2410 -4.8784 0.350
H 0.9448 -2.2183 -4.9582 0.322
O 2.3203 4.1791 2.5295 -0.626
C 3.1057 4.2615 1.4496 0.397
C 3.8279 5.4410 1.2792 -0.709
C 4.6696 5.5967 0.2025 -0.448
C 4.8323 4.5775 -0.7421 -1.050
C 4.1188 3.4187 -0.5985 -0.351
C 3.2370 3.2385 0.4853 0.179
C 2.4622 2.0257 0.5576 1.411
O 2.5236 1.1463 -0.4527 -0.420
N 1.6794 1.7553 1.5597 -1.432
N 1.0271 0.5663 1.3430 0.775
C 0.5037 -0.0056 2.3818 -0.311
C -0.0461 -1.3212 2.3769 0.832
C -0.7432 -1.7759 3.5120 -0.904
C -1.2314 -3.0570 3.5706 -0.871
C -1.0044 -3.9315 2.5017 -0.628
C -0.2954 -3.5228 1.3915 -0.603
C 0.1795 -2.2198 1.3151 0.321
O 0.8789 -1.8468 0.2348 -0.132
H 1.8524 3.3283 2.5400 0.446
H 3.7004 6.2217 2.0169 0.485
H 5.2120 6.5258 0.0838 0.407
H 5.5048 4.7074 -1.5782 0.446
H 4.2083 2.6271 -1.3301 0.430
H 0.5459 0.5462 3.3152 0.559
H -0.8954 -1.0931 4.3399 0.487
H -1.7791 -3.3945 4.4400 0.491
H -1.3814 -4.9448 2.5464 0.499
H -0.0962 -4.1965 0.5676 0.532
F -3.0870 -1.9093 0.9225 0.067
C -4.3123 -1.3991 0.8281 0.267
C -5.2989 -1.9335 1.5756 0.016
F -5.0038 -2.9430 2.3698 -0.276
C -6.6430 -1.4247 1.5244 0.102
C -6.8682 -0.3605 0.5856 0.319
C -5.8731 0.1566 -0.1748 -0.145
F -6.1485 1.1444 -1.0014 -0.281
C -4.5284 -0.3122 -0.0716 0.708
C -3.4830 0.2763 -0.7762 0.093
C -2.1206 -0.0061 -0.5203 1.055
N -0.9950 -0.0913 -0.3289 -0.734
C -3.6628 1.2614 -1.7971 -0.611
N -3.7329 2.0496 -2.6316 -0.430
F -8.0711 0.1487 0.4655 -0.262
C -7.6449 -1.9094 2.3450 1.219
C -7.4216 -2.9381 3.3099 -0.144
N -7.2733 -3.7425 4.1185 -0.409
C -8.9793 -1.4077 2.3339 -0.176
N -10.0609 -1.0195 2.3947 -0.371
F 0.2420 1.9627 -1.0080 -0.607
As 0.3925 2.3884 -2.8557 2.120
F 1.6561 3.4033 -2.3781 -0.436
F 1.6398 1.0156 -2.7654 -0.542
F 0.6720 2.5125 -4.5078 -0.436
F -0.7486 1.1168 -3.0180 -0.483
F -0.7863 3.5674 -2.6745 -0.435
```

Output
Expectation value of S²   0.890
Kohn-Sham gap (alpha / beta)   4.79 / 4.66 eV
E_HOMO (alpha / beta)   -12.83 / -12.83 eV
Multiplicity   2
Total charge   +2

=====

No. 4
The following is a quantum chemistry calculation of a structure of composition C12H10N2O5STi, from the OMol25 dataset.

Geometry as XYZ:
```
31
Properties=species:S:1:pos:R:3:nbo_charge:R:1
Ti 0.4254 -0.3861 0.6657 1.277
O -3.4678 -0.3188 2.0904 -0.681
C -2.1241 -0.2184 1.9568 0.654
O -1.5832 -0.6685 0.8789 -0.703
C -1.3288 0.3298 2.9687 0.001
C -1.6791 0.7997 4.2605 -0.297
C -0.6490 1.2041 5.1019 -0.200
C 0.6854 1.1283 4.7242 -0.315
C 0.9869 0.6310 3.4252 -0.014
N -0.0247 0.3109 2.5704 -0.511
C 2.2164 0.3102 2.8261 0.660
O 3.4113 0.5209 3.4365 -0.667
O 2.2386 -0.2314 1.6773 -0.659
H -3.7738 -0.7321 1.2729 0.491
H -2.7128 0.8297 4.5709 0.212
H -0.8937 1.5746 6.0908 0.199
H 1.4668 1.4280 5.4116 0.187
H 3.2396 0.9464 4.2840 0.476
S 0.5889 1.1333 -0.7672 -0.559
O 0.8838 -2.0942 0.0289 -0.576
N 1.8896 -2.5790 -0.7302 -0.052
C 2.6297 -3.6329 -0.2349 -0.067
C 3.5461 -4.2431 -1.0336 -0.245
C 3.7506 -3.8262 -2.3687 -0.357
C 2.9613 -2.7442 -2.8316 -0.246
C 2.0473 -2.1383 -2.0294 -0.065
H 2.4323 -3.8897 0.7932 0.213
H 4.1210 -5.0543 -0.6053 0.204
H 4.4809 -4.3044 -3.0034 0.195
H 3.0741 -2.3591 -3.8369 0.207
H 1.4391 -1.2884 -2.3003 0.239
```

Output
Expectation value of S²   3.788
Kohn-Sham gap (alpha / beta)   5.05 / 7.98 eV
E_HOMO (alpha / beta)   -2.12 / -5.12 eV
Multiplicity   4
Total charge   -1

=====

| no. | calculated total energy (hartree) |
| --- | --- |
| 1 | -551.96725 |
| 2 | -6410.19410 |
| 3 | -5477.58234 |
| 4 | -2196.75528 |